(1)
The following is a DFT calculation (ωB97M-V/def2-TZVPD) of a structure of composition C28H21Br2InN4O2SSe at a distorted geometry.

Each line ends with the natural charge from an NBO analysis.
Positions of all 60 atoms, in Å:
In1 0.95 0.54 -0.11  1.969
Br1 1.22 5.38 -1.80  0.143
C1 2.60 4.25 -1.28  -0.144
C2 3.92 4.71 -1.28  -0.205
C3 4.95 3.90 -0.87  -0.130
Br2 6.69 4.53 -0.98  0.148
C4 4.69 2.59 -0.36  -0.033
C5 5.64 1.76 0.25  -0.055
C6 5.25 0.54 0.76  -0.275
C7 3.91 0.17 0.69  0.103
N1 2.99 0.91 0.08  -0.639
C8 3.38 2.11 -0.46  0.100
C9 2.32 2.91 -1.00  0.287
O1 1.16 2.35 -1.14  -0.830
H1 4.13 5.72 -1.60  0.262
H2 6.66 2.10 0.34  0.258
H3 5.97 -0.11 1.24  0.255
H4 3.58 -0.76 1.15  0.205
O2 -0.62 -0.01 -1.40  -1.040
S1 -1.80 0.74 -2.07  1.271
C10 -2.79 1.49 -0.71  -0.638
C11 -2.16 1.34 0.65  0.059
C12 -2.73 0.53 1.62  -0.151
C13 -2.21 0.51 2.91  -0.191
C14 -1.10 1.27 3.25  -0.213
C15 -0.50 2.07 2.27  -0.187
C16 -1.03 2.11 0.98  -0.357
C17 -2.94 -0.56 -2.58  -0.600
C18 -3.64 -1.35 -1.51  -0.095
C19 -4.99 -1.11 -1.29  -0.163
C20 -5.69 -1.82 -0.32  -0.208
C21 -5.04 -2.79 0.42  -0.191
C22 -3.68 -3.04 0.20  -0.193
C23 -2.98 -2.32 -0.76  -0.217
H5 -3.77 1.03 -0.76  0.269
H6 -2.89 2.55 -0.96  0.270
H7 -3.61 -0.05 1.38  0.230
H8 -2.69 -0.10 3.67  0.240
H9 -0.73 1.28 4.26  0.243
H10 0.34 2.71 2.53  0.245
H11 -0.64 2.83 0.27  0.278
H12 -2.31 -1.18 -3.22  0.268
H13 -3.65 -0.02 -3.22  0.267
H14 -5.52 -0.36 -1.89  0.217
H15 -6.75 -1.63 -0.17  0.241
H16 -5.58 -3.37 1.16  0.239
H17 -3.19 -3.81 0.76  0.222
H18 -1.93 -2.52 -0.95  0.210
Se1 0.37 -2.36 3.10  1.119
N2 0.77 -3.89 2.30  -0.539
C24 1.14 -3.56 1.08  0.116
C25 1.55 -4.46 0.03  -0.109
C26 1.89 -3.92 -1.17  -0.258
C27 1.84 -2.49 -1.38  0.170
N3 1.48 -1.65 -0.45  -0.554
C28 1.11 -2.17 0.78  0.254
N4 0.73 -1.33 1.70  -0.707
H19 1.59 -5.53 0.20  0.267
H20 2.21 -4.55 -1.99  0.264
H21 2.10 -2.08 -2.35  0.235

Total charge   +2
HOMO energy   -0.4667 Ha
M   831.15 g/mol
Total energy   -9586.37911 hartree
Largest force on an atom   2.12 eV Å⁻¹
Orbital gap   0.193 hartree
2S+1   1

=====

(2)
The following is a DFT calculation (ωB97M-V/def2-TZVPD) of a structure of composition C28H21ClN6OPSTi at a distorted geometry.

Each line ends with the natural charge from an NBO analysis.
Positions of all 60 atoms, in Å:
Ti1 0.81 -0.15 1.61  1.051
N1 -2.78 0.91 3.96  -0.820
C1 -1.55 0.48 3.51  0.282
S1 -0.50 1.68 2.81  -0.391
N2 -1.28 -0.78 3.68  -0.431
N3 0.00 -1.10 3.24  -0.344
C2 0.56 -2.08 3.84  0.105
C3 1.95 -2.47 3.65  -0.217
C4 2.38 -3.66 4.25  -0.150
C5 3.68 -4.10 4.17  -0.291
C6 4.61 -3.30 3.48  -0.204
C7 4.23 -2.12 2.90  -0.247
C8 2.89 -1.66 2.95  0.379
O1 2.56 -0.53 2.39  -0.804
H1 -3.11 1.75 3.52  0.387
H2 -3.46 0.19 4.09  0.381
H3 -0.03 -2.64 4.56  0.180
H4 1.65 -4.26 4.78  0.198
H5 3.99 -5.03 4.63  0.200
H6 5.64 -3.62 3.41  0.197
H7 4.94 -1.50 2.38  0.203
Cl1 2.76 0.21 -0.71  0.099
C9 2.19 1.19 -2.02  -0.009
C10 3.09 1.54 -3.02  -0.232
C11 2.68 2.34 -4.07  -0.189
C12 1.36 2.78 -4.12  -0.244
C13 0.47 2.43 -3.12  -0.116
C14 0.86 1.61 -2.05  -0.383
P1 -0.31 1.13 -0.73  0.894
C15 -1.45 2.56 -0.74  -0.347
C16 -2.64 2.58 -1.45  -0.158
C17 -3.45 3.71 -1.43  -0.226
C18 -3.07 4.83 -0.71  -0.215
C19 -1.88 4.81 0.01  -0.214
C20 -1.08 3.68 0.00  -0.171
C21 -1.31 -0.16 -1.56  -0.351
C22 -2.30 -0.77 -0.79  -0.197
C23 -3.04 -1.82 -1.30  -0.206
C24 -2.79 -2.29 -2.58  -0.203
C25 -1.79 -1.71 -3.35  -0.212
C26 -1.06 -0.64 -2.84  -0.157
H8 4.11 1.18 -2.95  0.228
H9 3.38 2.61 -4.84  0.213
H10 1.04 3.41 -4.94  0.211
H11 -0.55 2.78 -3.17  0.216
H12 -2.95 1.71 -2.02  0.219
H13 -4.38 3.71 -1.99  0.206
H14 -3.70 5.71 -0.69  0.206
H15 -1.58 5.68 0.59  0.211
H16 -0.17 3.66 0.59  0.228
H17 -2.46 -0.43 0.23  0.226
H18 -3.80 -2.29 -0.68  0.211
H19 -3.34 -3.14 -2.96  0.211
H20 -1.56 -2.10 -4.33  0.225
H21 -0.27 -0.21 -3.44  0.209
N4 0.48 -1.86 0.38  -0.680
C27 0.31 -2.80 -0.29  0.606
N5 0.02 -3.82 -1.02  -0.702
C28 0.37 -3.86 -2.29  0.459
N6 0.63 -3.98 -3.41  -0.528

⟨S²⟩   2.0122
Total charge   -1
HOMO energy (spin up / spin down)   -0.1071 / -0.1805 Ha
M   603.88 g/mol
Total energy   -3532.73965 hartree
Largest force on an atom   1.59 eV Å⁻¹
Orbital gap (spin up / spin down)   0.198 / 0.271 hartree
ΔE to the lowest compared entry with this formula, charge and spin   8.7 kcal/mol
2S+1   3

=====

(3)
The following is a DFT calculation (ωB97M-V/def2-TZVPD) of a structure of composition C28H21CoF3INOPS.

Each line ends with the natural charge from an NBO analysis.
Positions of all 58 atoms, in Å:
Co1 0.64 1.62 0.73  0.811
F1 4.56 -0.03 3.58  -0.311
C1 5.07 0.98 2.87  0.983
F2 4.92 2.10 3.58  -0.307
F3 6.39 0.76 2.74  -0.313
C2 4.41 1.09 1.52  -0.214
C3 5.15 1.04 0.35  -0.082
C4 4.52 1.16 -0.89  -0.274
C5 3.16 1.33 -0.92  0.074
N1 2.45 1.38 0.22  -0.510
C6 3.03 1.27 1.42  0.123
S1 1.80 1.42 2.65  -0.220
H1 6.22 0.90 0.41  0.251
H2 5.09 1.11 -1.81  0.244
H3 2.61 1.41 -1.84  0.216
I1 -0.41 3.12 -1.19  0.264
C7 -2.39 2.57 -0.78  -0.174
C8 -3.21 3.67 -0.74  -0.236
C9 -4.61 3.53 -0.63  -0.211
C10 -5.14 2.29 -0.63  -0.141
C11 -4.32 1.13 -0.68  -0.079
C12 -4.96 -0.13 -0.75  -0.134
C13 -4.24 -1.28 -0.83  -0.213
C14 -2.84 -1.20 -0.74  -0.147
C15 -2.16 -0.01 -0.63  -0.374
P1 -0.37 -0.22 -0.28  0.888
C16 0.26 -1.07 -1.76  -0.390
C17 0.32 -2.46 -1.85  -0.194
C18 0.74 -3.07 -3.02  -0.197
C19 1.09 -2.30 -4.12  -0.185
C20 1.04 -0.91 -4.04  -0.209
C21 0.63 -0.30 -2.86  -0.151
C22 -0.27 -1.43 1.07  -0.362
C23 0.99 -2.00 1.31  -0.232
C24 1.20 -2.78 2.44  -0.128
C25 0.17 -2.97 3.35  -0.207
C26 -1.07 -2.39 3.13  -0.200
C27 -1.29 -1.62 2.00  -0.221
C28 -2.89 1.23 -0.69  0.017
H4 -2.79 4.66 -0.82  0.235
H5 -5.23 4.41 -0.58  0.237
H6 -6.21 2.15 -0.60  0.227
H7 -6.04 -0.15 -0.76  0.226
H8 -4.73 -2.24 -0.92  0.235
H9 -2.28 -2.13 -0.72  0.226
H10 0.06 -3.08 -1.00  0.227
H11 0.79 -4.15 -3.08  0.229
H12 1.41 -2.77 -5.04  0.229
H13 1.31 -0.31 -4.89  0.224
H14 0.58 0.78 -2.82  0.201
H15 1.80 -1.84 0.61  0.221
H16 2.17 -3.22 2.61  0.218
H17 0.34 -3.57 4.24  0.228
H18 -1.87 -2.54 3.84  0.226
H19 -2.26 -1.17 1.84  0.224
O1 -1.03 1.88 1.81  -0.913
H20 -0.86 1.57 2.71  0.524
H21 -1.45 2.75 1.88  0.519

⟨S²⟩   0.8138
Total charge   +1
HOMO energy (spin up / spin down)   -0.3978 / -0.4101 Ha
M   693.35 g/mol
Total energy   -3929.04483 hartree
Largest force on an atom   0.56 eV Å⁻¹
Orbital gap (spin up / spin down)   0.285 / 0.304 hartree
ΔE to the lowest compared entry with this formula, charge and spin   1.3 kcal/mol
2S+1   2